{"formula": "C5H14", "method": "ωB97M-V/def2-TZVPD", "de_lowest_ev": 0.367, "gap_ev": 12.36, "smiles": "CCC.CC", "spin_multiplicity": 1, "homo_energy_ha": -0.4141, "symbols": ["C", "C", "C", "H", "H", "H", "H", "H", "H", "H", "H", "C", "C", "H", "H", "H", "H", "H", "H"], "positions_angstrom": [[1.5378, -0.4169, 1.7056], [0.6492, -1.2961, 0.8786], [1.4020, -2.3688, 0.0382], [2.0398, -0.9139, 2.5386], [1.0725, 0.4654, 2.1628], [2.3487, 0.0904, 1.1648], [-0.0525, -1.8477, 1.5023], [0.0394, -0.7368, 0.1697], [1.1482, -2.2944, -1.0201], [2.4838, -2.2452, 0.0994], [1.1295, -3.3751, 0.3532], [-1.7296, 1.2661, -1.6671], [-1.7461, 2.4523, -0.7444], [-2.6817, 0.7582, -1.7862], [-1.2947, 1.5191, -2.6348], [-1.0213, 0.5150, -1.2898], [-0.9210, 3.1520, -0.8840], [-1.7502, 2.2312, 0.3250], [-2.6537, 3.0453, -0.9119]], "forces_ev_per_a": [[0.9, 1.4, 0.7], [-0.1, -0.9, -0.8], [0.0, 0.3, 0.0], [-0.1, -0.4, -0.1], [-0.6, -0.4, 0.0], [-0.1, -0.5, -0.5], [-0.1, 0.2, 0.2], [0.0, 0.3, 0.2], [0.0, 0.0, 0.0], [0.0, -0.1, 0.1], [0.2, 0.0, 0.0], [1.3, -0.8, 0.1], [-0.8, 1.1, 0.4], [-0.2, 0.2, 0.0], [-0.4, 0.1, -0.2], [-0.2, 0.0, 0.0], [0.2, -0.2, -0.2], [0.0, -0.4, -0.1], [0.1, 0.0, 0.0]]}

---

{"formula": "C17H23F3N2O9", "method": "ωB97M-V/def2-TZVPD", "de_lowest_ev": 0.000, "gap_ev": 11.13, "smiles": "O=C1OC[C@@H](F)O1.O=C1OC[C@@H](F)O1.O=C1OC[C@@H](F)O1.CCCC#N.CCCC#N", "spin_multiplicity": 1, "homo_energy_ha": -0.4122, "symbols": ["O", "C", "O", "C", "C", "F", "O", "H", "H", "H", "O", "C", "O", "C", "C", "F", "O", "H", "H", "H", "O", "C", "O", "C", "C", "F", "O", "H", "H", "H", "C", "C", "C", "C", "N", "H", "H", "H", "H", "H", "H", "H", "C", "C", "C", "C", "N", "H", "H", "H", "H", "H", "H", "H"], "positions_angstrom": [[-0.3560, -4.5017, -0.9711], [-0.3959, -3.3918, -0.5189], [-0.7890, -2.2870, -1.2838], [-0.5077, -1.1470, -0.4566], [-0.4483, -1.6839, 0.9945], [-1.5551, -1.5305, 1.7282], [-0.0803, -2.9853, 0.7310], [0.4881, -0.8056, -0.7390], [-1.2515, -0.3504, -0.4718], [0.3025, -1.0907, 1.5165], [3.2119, -1.0460, 3.0753], [3.5809, -1.4318, 1.9781], [4.6987, -2.0685, 1.7005], [4.8425, -2.3451, 0.3416], [3.6827, -1.6176, -0.3226], [2.8499, -2.5508, -0.7922], [3.0685, -0.9974, 0.7932], [5.7643, -1.9719, -0.1047], [4.8635, -3.4061, 0.0927], [4.0298, -0.9836, -1.1385], [0.7254, -2.2430, -7.3831], [0.7496, -2.2124, -6.1397], [0.8707, -3.2716, -5.3261], [0.5610, -2.9608, -4.0036], [0.6677, -1.4766, -4.0504], [1.7957, -0.9676, -3.5158], [0.5441, -1.1062, -5.4255], [-0.4392, -3.2744, -3.7045], [1.2113, -3.4607, -3.2858], [-0.1924, -1.1623, -3.4592], [-4.5213, 2.6004, -0.6226], [-3.2672, 2.6758, 0.2604], [-3.4033, 1.6247, 1.4138], [-4.5288, 1.8759, 2.3291], [-5.4706, 2.1422, 2.9656], [-4.6135, 1.5411, -0.8624], [-4.4846, 3.0511, -1.6144], [-5.4100, 3.0214, -0.1523], [-3.0961, 3.6263, 0.7658], [-2.3462, 2.5636, -0.3116], [-2.5502, 1.6776, 2.0903], [-3.5733, 0.6580, 0.9399], [-0.3554, 3.9799, 2.9799], [0.3387, 3.0630, 1.9680], [1.2703, 2.0842, 2.6567], [0.5921, 0.9813, 3.4851], [0.0757, 0.1926, 4.1338], [-1.0987, 4.6176, 2.5012], [0.3503, 4.5490, 3.5850], [-0.9863, 3.4167, 3.6675], [0.9507, 3.7217, 1.3519], [-0.3357, 2.5155, 1.3096], [1.9978, 2.5891, 3.2922], [1.9725, 1.5597, 2.0086]], "forces_ev_per_a": [[0.2, 1.5, 1.0], [-0.7, -0.2, -1.7], [0.2, -0.4, 1.4], [-0.3, 0.2, 0.7], [1.6, 2.0, -1.8], [-1.1, -0.7, -0.1], [0.0, -1.6, 0.9], [-0.1, 0.3, 0.1], [-0.1, -0.2, -0.7], [0.4, -0.7, 0.3], [0.5, -1.4, -2.8], [-0.1, 2.5, 2.0], [1.2, -1.4, 1.2], [0.7, 0.2, -1.5], [1.0, -0.7, 1.7], [-1.4, -0.6, -1.0], [-1.2, 0.7, -1.2], [0.3, 0.3, 0.8], [-0.5, -0.1, 0.4], [-0.7, 0.6, 0.3], [0.4, 0.0, 4.3], [-0.6, -0.8, -4.6], [0.4, -1.5, -1.6], [0.3, -0.2, 0.3], [-1.9, 0.7, 0.9], [0.7, 0.2, 0.0], [0.3, 0.3, 1.8], [-0.2, 0.0, -0.5], [0.4, 0.2, -0.3], [0.2, 1.2, -0.3], [0.5, -0.1, -0.4], [-0.5, 0.4, 0.9], [0.1, 0.6, -0.2], [-2.2, 0.9, 0.4], [2.0, -0.6, -1.1], [-0.7, -0.1, 0.2], [0.6, 0.4, 0.1], [0.0, -0.4, 0.2], [-0.4, 0.4, -0.2], [0.0, -0.7, 0.0], [0.4, -0.6, -0.4], [0.4, -0.3, 0.4], [-1.0, -0.7, 0.0], [0.3, 0.5, 0.4], [0.4, -1.7, 1.0], [0.9, 2.0, -1.1], [-0.3, -0.4, 0.1], [0.4, 0.4, -0.2], [0.0, 0.1, -0.2], [0.2, -0.3, 0.2], [0.1, -0.2, -0.3], [-0.2, 0.2, 0.1], [-0.4, 0.2, 0.5], [-0.4, -0.2, -0.6]]}

---

{"formula": "C5H10O", "method": "ωB97M-V/def2-TZVPD", "de_lowest_ev": 3.114, "gap_ev": 9.54, "smiles": "C=CC(=C)C.O", "spin_multiplicity": 1, "homo_energy_ha": -0.3216, "symbols": ["C", "C", "C", "C", "C", "H", "H", "H", "H", "H", "H", "H", "H", "O", "H", "H"], "positions_angstrom": [[-1.4964, -1.3267, -1.1263], [-0.2059, -1.0555, -0.7216], [0.1227, -0.7583, 0.7357], [-0.4225, 0.3251, 1.3531], [1.2405, -1.5832, 1.3383], [-2.3894, -1.2294, -0.5868], [-1.6200, -1.7200, -2.0929], [0.6750, -0.7096, -1.3228], [-0.5678, 0.4951, 2.3736], [-0.9240, 1.1500, 0.6446], [0.9274, -2.6248, 1.0046], [2.1747, -1.3540, 0.7892], [1.3904, -1.1652, 2.3660], [0.4185, 3.4401, -1.6303], [-0.3552, 3.9457, -1.2054], [1.0322, 4.1708, -1.9188]], "forces_ev_per_a": [[4.1, 0.3, 0.0], [-1.3, 1.5, 1.0], [-0.4, 2.0, -0.1], [-1.2, 0.6, -4.1], [-1.1, 0.1, -1.0], [-0.7, -0.2, 1.5], [-0.2, 0.1, -1.5], [-1.0, -1.5, -0.4], [0.7, 0.2, 1.6], [0.7, -2.2, 1.7], [1.0, 0.6, 1.7], [-0.4, -0.1, 0.1], [-0.2, -1.5, -0.5], [-0.8, 2.3, 0.5], [1.8, -1.2, -1.0], [-1.0, -1.2, 0.5]]}

---

{"formula": "C20H23MnPSe2", "method": "ωB97M-V/def2-TZVPD", "de_lowest_ev": 0.000, "gap_ev": [6.24, 7.56], "spin_multiplicity": 6, "s2": 8.78, "homo_energy_ha": [-0.2193, -0.2739], "symbols": ["C", "C", "C", "H", "C", "H", "H", "H", "C", "H", "H", "C", "H", "H", "C", "H", "H", "C", "H", "H", "Mn", "H", "Se", "P", "Se", "C", "C", "C", "C", "C", "C", "C", "C", "C", "C", "C", "C", "H", "H", "H", "H", "H", "H", "H", "H", "H", "H"], "positions_angstrom": [[0.7228, 3.1590, -0.9815], [0.6383, 1.9737, -3.7994], [2.0322, 2.8138, -0.9663], [0.1778, 3.2216, -0.0337], [1.6887, 1.1913, -3.5319], [-0.2329, 1.5721, -4.3326], [2.5346, 2.5547, -0.0267], [1.6618, 0.1338, -3.8094], [3.0009, 2.8859, -2.1076], [4.0078, 2.9909, -1.6645], [2.8536, 3.7791, -2.7313], [-0.0024, 3.8124, -2.1183], [0.0376, 4.9143, -2.0323], [-1.0721, 3.5576, -2.0350], [0.4943, 3.4461, -3.5351], [1.4228, 3.9927, -3.7534], [-0.2563, 3.8247, -4.2519], [3.0192, 1.6180, -2.9942], [3.7429, 1.8019, -3.8092], [3.4387, 0.7798, -2.4142], [-0.0367, 0.3198, -0.7337], [0.9870, 1.1949, 0.0831], [0.6551, -1.1339, 1.2166], [-1.3473, -2.0936, 0.9862], [-2.0274, -1.2293, -0.9361], [-1.5150, -3.9312, 0.8943], [-2.3958, -4.7037, 1.6867], [-2.3345, -6.0999, 1.6236], [-1.4443, -6.7261, 0.7429], [-0.6525, -5.9558, -0.1227], [-0.6934, -4.5623, -0.0537], [-2.3408, -1.7264, 2.4742], [-3.5615, -1.0681, 2.3135], [-4.3201, -0.7493, 3.4411], [-3.8534, -1.1006, 4.7105], [-2.6494, -1.7940, 4.8692], [-1.8876, -2.1255, 3.7460], [-3.1299, -4.2225, 2.3386], [-2.9943, -6.7033, 2.2527], [-1.3792, -7.8117, 0.7089], [-0.0189, -6.4346, -0.8666], [-0.1050, -3.9391, -0.7305], [-3.9077, -0.8408, 1.2960], [-5.2683, -0.2287, 3.3224], [-4.4314, -0.8235, 5.5985], [-2.3119, -2.0875, 5.8626], [-0.9616, -2.7029, 3.8451]], "forces_ev_per_a": [[1.6, 1.3, 0.1], [-0.3, -0.2, -0.2], [-0.6, 1.5, 0.1], [0.3, -0.4, -0.3], [0.0, -0.1, -0.5], [0.3, -0.3, 0.4], [-0.7, -0.3, -0.3], [-0.3, 0.2, -0.1], [0.6, 0.2, -0.2], [-0.3, 0.0, -0.3], [0.2, -0.4, 0.3], [-0.3, -0.1, -0.5], [0.0, -0.3, 0.1], [0.2, 0.0, -0.1], [-0.1, 0.6, -0.4], [-0.5, -0.2, 0.0], [0.3, 0.0, 0.3], [0.4, 0.2, 0.5], [-0.4, -0.2, 0.1], [-0.1, 0.2, -0.1], [-0.3, -0.3, 0.0], [0.2, -0.4, 0.7], [-0.8, -1.5, 0.6], [0.7, -0.2, 0.2], [-0.5, -0.2, 0.2], [0.0, -0.2, -0.2], [0.4, 0.2, -0.2], [0.1, 0.1, -0.3], [0.0, 0.5, -0.1], [-0.3, 0.1, 0.2], [-0.2, -0.2, 0.4], [-0.2, 0.2, -0.2], [0.1, -0.1, 0.1], [0.2, -0.1, 0.1], [-0.1, 0.2, 0.0], [0.0, -0.1, -0.4], [-0.2, 0.2, -0.2], [0.4, -0.1, -0.1], [0.2, 0.2, -0.2], [-0.1, 0.2, 0.0], [-0.1, 0.0, 0.2], [0.0, -0.3, 0.2], [0.1, 0.1, 0.5], [0.2, -0.1, 0.1], [0.2, -0.1, -0.4], [-0.1, 0.1, -0.2], [-0.3, 0.4, 0.0]]}